The following is a DFT calculation (wB97M-V/def2-TZVPD) of a cluster of 2 separate species, C6H13N in total.

The geometry in XYZ format:
```
20
C6H13N | the Open Molecules 2025 dataset | wB97M-V/def2-TZVPD
C -1.029 -1.259 -1.251
C -1.684 0.108 -0.948
C -1.811 0.201 0.604
C -0.522 0.047 1.353
N 2.675 0.768 -0.519
C 1.701 -0.114 0.067
C 0.767 0.499 0.903
H -1.631 -2.183 -1.044
H -0.636 -1.484 -2.229
H -0.116 -1.126 -0.619
H -1.186 1.052 -1.278
H -2.762 0.077 -1.304
H -2.528 -0.559 0.875
H -2.412 1.117 0.772
H -0.299 -2.195 1.098
H -0.507 0.150 2.471
H 3.406 1.071 0.166
H 2.332 1.566 -0.979
H 1.859 -1.160 -0.002
H 1.226 1.405 1.328
```

Net charge: -1
Energy relative to the best compared isomer or geometry (same formula, charge and spin) in kcal per mole: 94.2
Kohn-Sham gap (spin up / spin down) in eV: 5.21 / 5.89
Multiplicity: 2
HOMO level (spin up / spin down) in eV: -1.007 / -1.732